1.
Entry from the Open Molecules 2025 dataset: 13 unconnected molecules or ions with the total composition C52H143N13O13 in a non-equilibrium geometry (ωB97M-V with the def2-TZVPD basis set).

## Properties
**Highest occupied orbital energy**: -8.64 eV
**Total charge**: 0
**DFT total energy**: -102219.3437 eV
**Largest force on an atom**: 0.08173 hartree/bohr
**Relative energy (zero: lowest compared OMol25 entry of this formula, charge and spin)**: 652.6 kJ/mol
**Multiplicity**: 1

Last column: Mulliken charge in e.
Cartesian coordinates (Å):
O: 3.9695 -6.2222 -2.2766  -0.460
O: 3.8652 5.0548 3.4012  -0.329
O: 4.6580 1.9499 -5.0986  -0.258
O: -6.8498 -0.8872 -0.0310  -0.339
O: -2.6202 -4.6957 5.9838  -0.267
O: -6.3430 7.5775 -0.6598  -0.490
O: 6.1006 -2.3444 1.1212  -0.385
O: -0.7850 0.6551 -1.6618  -0.505
O: -5.3371 4.8008 2.1547  0.150
O: -3.6094 -2.4361 1.7625  0.104
O: 3.1212 -3.2562 -5.5936  -0.116
O: 2.3839 -0.9675 5.3259  -0.364
O: 0.8507 4.3446 -3.4028  -0.424
N: 0.8093 -5.6389 4.8913  -0.771
N: 4.4758 -5.2500 -8.4388  -0.747
N: -4.0332 4.9814 -0.9251  -0.097
N: 1.2723 -1.7572 0.2723  1.045
N: -2.6071 3.9469 1.5032  0.142
N: 1.7972 2.8663 3.5091  -0.500
N: 4.0177 0.2355 -2.7690  -0.064
N: -2.0042 -4.0463 -0.1186  -0.489
N: 6.7612 -3.6835 4.5029  -0.717
N: -1.8488 5.4764 -3.5011  -0.386
N: -5.5347 2.5585 0.0822  0.384
N: 1.4469 0.2290 2.7697  -0.011
N: 2.9136 -4.2869 0.5292  -0.018
C: -5.8408 6.3313 -0.5049  0.204
C: -6.0960 0.2335 -0.5623  -0.395
C: 1.2473 -1.4382 4.5568  -1.255
C: -0.4561 -0.1992 -0.5254  0.662
C: -1.7479 1.5999 -1.3037  0.079
C: 0.7426 -1.0022 -0.8294  -0.019
C: 1.8373 3.4003 -2.9423  -0.218
C: -4.1072 -2.2690 3.0917  -0.821
C: -6.4350 1.4582 0.3370  0.836
C: -4.2942 -3.1966 0.7666  -0.441
C: -6.6273 5.0909 2.5718  -0.915
C: -0.6356 6.2596 -3.4731  0.194
C: -5.4654 5.1891 -2.9364  -1.390
C: 2.0668 3.7169 2.4090  0.092
C: 0.5294 5.4970 -2.6065  -0.286
C: -4.8822 5.8696 -1.5888  0.038
C: 3.5472 -4.9708 -1.7399  -0.469
C: -7.3305 -1.7932 -1.0153  -0.965
C: 4.5654 6.2948 3.2961  -0.767
C: 5.7392 -4.1507 -6.7009  -1.129
C: -3.3375 3.3849 2.6200  1.064
C: -7.0090 8.1562 0.4623  -0.685
C: 5.4527 1.8983 -3.9595  -1.126
C: 5.3186 0.5142 -3.2236  0.513
C: 3.1770 -1.8730 6.0408  -0.698
C: 2.5239 5.0707 2.8756  -0.743
C: 3.2321 -3.6598 -6.9703  -0.949
C: -3.3691 -3.6610 -0.4093  0.907
C: 2.1966 -2.2090 -5.3919  -0.318
C: 4.8157 3.0163 -5.9999  -0.876
C: -1.0499 7.6552 -2.9649  -1.464
C: -0.8169 -4.5058 3.5267  -0.184
C: 5.1363 -1.5332 0.5885  0.065
C: -2.2615 3.1676 3.6111  -1.670
C: -1.6430 -5.6389 5.6029  -1.006
C: 5.6691 -0.6379 -4.0930  -1.385
C: 0.8879 3.8549 1.4981  -0.823
C: 0.5530 -1.9207 -1.9704  -0.396
C: 6.0009 -2.3834 2.5859  -0.351
C: -4.4165 4.3678 3.1855  -1.386
C: -4.1217 -4.6376 -1.2224  -1.530
C: -0.4463 -4.9478 4.9417  0.775
C: 4.2857 -4.7614 -7.0806  0.475
C: 1.3904 -5.6603 -0.7443  -1.395
C: 6.6264 -5.0082 2.4702  -1.320
C: -3.8917 -5.2731 6.1634  -0.794
C: 0.5651 -0.2686 3.7806  0.958
C: 4.6410 -6.0656 -3.5852  -0.424
C: 2.8845 -5.3843 -0.4269  0.435
C: -7.9170 1.9521 0.1783  -1.641
C: 6.9009 -3.5448 3.0816  0.357
C: -0.7053 -0.6817 3.1381  -0.211
H: -2.6644 2.9878 4.6078  0.566
H: 1.1685 3.4297 4.0635  0.282
H: -8.2988 2.1596 -0.8213  0.287
H: 1.3611 -6.2745 -1.6443  0.422
H: -1.7374 -3.4241 0.6309  -0.007
H: 3.5232 -2.8287 -7.6126  0.247
H: -7.1936 5.4078 1.6961  0.131
H: 1.5752 -2.1701 3.8186  0.372
H: -4.7714 4.8885 -3.7213  0.283
H: -0.3054 0.2921 0.4359  -0.139
H: -1.9584 -6.4061 4.8958  0.393
H: -1.7658 4.5653 -3.9291  0.206
H: 4.3356 -4.2319 -1.5959  0.556
H: 2.6177 -2.3950 6.8172  0.308
H: -5.0358 -2.5656 0.2766  -0.285
H: -6.0709 4.3550 -2.5817  0.295
H: 2.6343 -1.2325 -5.5997  0.260
H: -4.0617 -6.0167 6.9420  0.328
H: 2.7858 3.1189 1.8490  0.293
H: 0.5299 -2.3727 0.5726  -0.484
H: -3.4535 -4.8689 -2.0520  0.431
H: 1.4506 -5.3316 4.1742  0.257
H: 1.9383 -2.2286 -4.3331  -0.273
H: -4.4520 -4.3761 6.4269  0.239
H: 1.2617 -2.4403 -5.9024  0.420
H: -7.1211 4.2785 3.1050  0.362
H: -1.3607 -0.8153 3.9988  0.799
H: -0.1642 -3.7292 3.1279  -0.267
H: 1.4301 -0.2488 -1.2138  0.114
H: 5.5352 -5.5316 -3.2639  0.353
H: 6.5203 1.9945 -4.1575  0.511
H: 3.7088 -0.7232 -2.6940  -0.037
H: -6.2303 5.8035 -3.4113  0.425
H: 4.0017 -5.6190 -6.4708  0.349
H: -5.3139 6.4399 0.4430  -0.035
H: 0.7732 -4.7871 -0.9552  0.291
H: 0.1534 5.0202 -1.7014  -0.084
H: 0.2269 4.6180 1.9090  0.171
H: -4.6000 -1.2997 3.1680  0.123
H: -8.2510 2.7273 0.8680  0.351
H: -4.9441 -4.1250 -1.7213  0.300
H: 5.1465 2.7910 -3.4142  0.439
H: -1.2443 -6.2215 6.4334  0.452
H: -5.0368 -0.0225 -0.5881  -0.040
H: 0.3325 0.4310 4.5834  0.341
H: -1.6851 2.3075 3.2703  0.251
H: 5.9139 -4.1616 4.7741  0.235
H: 1.2135 4.2608 0.5404  0.260
H: -4.9968 3.8187 3.9270  0.497
H: 3.3569 -6.2940 -0.0563  0.282
H: -3.1294 4.8234 -1.3473  -0.088
H: -6.4678 -2.2878 -1.4617  0.376
H: 4.1500 -5.4098 -4.3042  -0.102
H: 1.7545 2.4643 -3.4949  0.105
H: 5.3140 -1.5050 -0.4865  -0.016
H: 2.3451 0.1179 3.2180  0.372
H: 2.6139 5.6812 1.9771  0.382
H: 7.9374 -3.2979 2.8519  0.268
H: 1.3791 1.2245 2.9263  -0.439
H: -3.3518 -2.7199 -0.9589  0.063
H: 7.4292 -4.3318 4.8948  0.287
H: 5.1439 -0.5113 0.9678  0.449
H: -0.1900 6.3038 -4.4668  0.283
H: -6.3053 1.2197 1.3926  0.131
H: 5.7367 -3.7082 -5.7047  0.091
H: 3.7309 -3.6935 0.5238  0.141
H: -4.8176 -4.0226 1.2482  0.510
H: 7.2739 -5.6805 3.0331  0.437
H: -1.9002 8.1179 -3.4659  0.399
H: -0.8527 -5.3124 2.7944  0.424
H: 3.6748 -2.5396 5.3366  0.194
H: 6.0139 -3.4283 -7.4695  0.356
H: 4.9740 -2.5646 2.9033  0.035
H: 4.1543 7.1624 3.8123  0.302
H: 6.4888 -4.9240 -6.5328  0.399
H: 0.5752 -1.8680 5.2995  0.440
H: 6.0075 0.4751 -2.3798  0.230
H: 3.3363 0.6368 -3.3973  0.076
H: 5.7960 3.1642 -6.4529  0.332
H: -1.8187 -4.0843 3.4438  -0.109
H: -7.9299 -1.2344 -1.7340  0.398
H: -6.1679 8.3172 1.1366  0.318
H: 1.4365 -1.1068 1.0273  -0.379
H: 5.5148 -1.5814 -3.5695  0.444
H: 6.2301 -1.4555 3.1099  0.385
H: -3.7830 2.4115 2.4148  -0.057
H: 1.5607 3.2260 -1.9025  0.046
H: -3.9301 5.2184 3.6631  0.313
H: -0.4595 -2.3237 -1.9484  -0.105
H: 5.5547 -5.2066 2.4849  0.239
H: -6.4760 5.9625 3.2086  0.310
H: -8.5659 1.1804 0.5924  0.454
H: -0.1414 -4.0933 5.5458  -0.088
H: -5.5879 3.2997 0.7662  -0.494
H: 0.9322 -6.1933 0.0888  0.290
H: 4.5632 6.5973 2.2489  0.328
H: 3.8784 -1.2283 6.5704  0.259
H: 0.3992 2.9035 1.2877  0.020
H: 4.8291 -7.0186 -4.0797  0.370
H: -1.4362 -3.8362 -0.9269  0.212
H: -1.2074 0.1272 2.6074  -0.468
H: -3.2823 -2.3145 3.8028  0.127
H: 4.1597 -2.0071 0.6877  -0.413
H: -2.0053 2.2023 -2.1749  0.427
H: 2.2641 -3.6121 0.1513  -0.224
H: 1.8146 5.5091 3.5777  0.391
H: 2.9020 -4.3946 -2.4031  0.043
H: 4.5646 3.9866 -5.5714  0.301
H: -4.5688 4.1294 -1.0104  -0.027
H: -4.3575 -5.5549 -0.6829  0.391
H: -1.5154 3.9510 3.7441  0.381
H: 4.9853 -6.1132 -8.3146  0.300
H: 2.2245 -4.0389 -7.1409  0.452
H: 6.9704 -5.1073 1.4407  0.323
H: 0.4283 -1.3283 -2.8768  0.329
H: -4.2706 -5.7555 5.2623  0.327
H: 6.6927 -0.3842 -4.3685  0.513
H: -4.9115 -2.9862 3.2554  0.455
H: -7.7949 7.4932 0.8242  0.229
H: -0.1935 8.3283 -3.0031  0.398
H: -4.5815 2.2290 0.1367  -0.300
H: -6.6037 5.5528 -0.4961  0.070
H: -1.3099 2.3833 -0.6851  -0.028
H: -2.1007 4.7216 1.9074  0.335
H: -1.3133 -0.8415 -0.3232  -0.168
H: -2.5200 5.9631 -4.0778  0.219
H: 3.5715 -5.5780 -8.7469  0.274
H: -6.3862 0.4713 -1.5857  0.423
H: -3.2660 4.3376 0.8449  -0.025
H: -7.5131 9.0820 0.1850  0.274
H: 0.6218 -6.5657 4.5364  0.312
H: -8.0138 -2.5287 -0.5907  0.236
H: 5.0207 -0.7122 -4.9661  0.123
H: -2.7020 1.2503 -0.9092  -0.250
H: -0.7493 -1.6887 2.7233  -0.719
H: -1.2513 7.4687 -1.9100  0.323
H: 5.5704 6.1927 3.7056  0.257
H: 2.5900 2.9263 4.1319  0.318
H: -4.3384 6.7713 -1.8705  0.441
H: 1.3150 -2.7000 -1.9852  -0.082
H: 4.1767 2.9037 -6.8758  0.290
H: 1.3987 6.1222 -2.4027  0.426
H: 2.7902 3.9071 -3.0945  0.280

Cartesian forces (eV/Å) of the 2 atoms listed first:
0.07 0.43 -2.38
-0.35 0.04 0.76

***

2.
Entry from the Open Molecules 2025 dataset: C5H11NO in the gas phase in a non-equilibrium geometry (ωB97M-V with the def2-TZVPD basis set).

## Properties
**Highest occupied orbital energy**: -9.44 eV
**Total charge**: 0
**DFT total energy**: -8900.8086 eV
**Largest force on an atom**: 0.03317 hartree/bohr
**Relative energy (zero: lowest compared OMol25 entry of this formula, charge and spin)**: 85.7 kJ/mol
**Multiplicity**: 1

Last column: Mulliken charge in e.
Cartesian coordinates (Å):
O: -1.2120 0.8535 0.9344  -0.613
N: 0.7803 -0.1150 0.7151  -0.252
C: -0.1212 -1.3657 0.3045  -0.738
C: 0.5588 2.2163 1.6728  -0.992
C: -0.9123 -1.1836 -0.9792  -0.313
C: 0.0009 0.9399 1.0593  0.595
C: -0.0266 -0.7070 -2.1214  -1.027
H: 1.6434 2.3093 1.7786  0.344
H: 0.9793 -1.1297 -2.0070  0.267
H: 1.7948 0.0797 0.7924  0.226
H: -0.8945 -1.6287 1.0622  0.290
H: -0.4297 -0.9918 -3.0956  0.345
H: -1.7985 -0.5473 -0.8547  0.313
H: 0.0845 0.3841 -2.1014  0.239
H: -1.2542 -2.2313 -1.0748  0.312
H: 0.5358 -2.2292 0.1577  0.478
H: 0.1721 3.0591 1.0920  0.262
H: 0.0991 2.2874 2.6650  0.263

Cartesian forces (eV/Å) of the 2 atoms listed first:
-0.18 0.43 0.25
-1.16 -0.45 0.14

***

What is the formula in the second record? C5H11NO